# C6H9NO2

A single C6H9NO2 molecule at a distorted geometry (ωB97M-V/def2-TZVPD, the Open Molecules 2025 dataset).

- Largest force on an atom: 4.33 eV/A
- Spin multiplicity: 1
- ΔE to the lowest compared entry with this formula, charge and spin: 109.7 kcal per mole

Element x y z (Å)
C (1.8505, 0.0744, 0.1405)
C (0.6022, 0.5252, -0.6519)
C (-0.4979, -0.5701, -0.3124)
C (0.4347, -1.7522, -0.1726)
C (-1.7077, -0.1570, 0.8870)
C (0.3433, 1.9969, -0.2229)
N (1.6701, -1.3211, 0.2271)
O (2.8475, 0.6824, 0.3094)
O (-2.9043, 0.0332, 0.2921)
H (0.7906, 0.3398, -1.6641)
H (-1.2761, -0.7489, -1.1039)
H (0.1445, -2.7733, -0.0463)
H (-1.8012, -0.9166, 1.6733)
H (0.2411, 1.9321, 0.8673)
H (-0.5390, 2.4842, -0.7600)
H (0.9687, 2.7831, -0.3305)
H (2.4261, -1.9970, 0.3981)
H (-3.5931, -0.6153, 0.4697)

Here are the Mulliken charges for atoms 1 to 4, given in e: 0.180, 0.258, 0.197, -0.699